Record 1
The following is a quantum chemistry calculation of a 10-piece molecular cluster, C40H80O30 overall at a distorted geometry, from the Open Molecules 2025 dataset.

Each line ends with the Löwdin charge.
Positions of all 150 atoms, in Å:
C  0.7604  -3.0181  2.1433  -0.054
C  1.2472  -2.3934  3.4050  -0.182
O  0.3400  -2.8588  4.4510  0.076
C  0.5271  -2.4856  5.6643  -0.752
O  -0.2045  -2.7863  6.5057  0.182
O  1.6050  -1.7679  5.8176  0.002
C  1.8145  -1.3569  7.1420  -0.046
H  1.4669  -2.7376  1.3592  0.063
H  -0.2111  -2.6571  1.8136  0.075
H  0.6973  -4.0993  2.2599  0.090
H  1.1163  -1.3068  3.3545  0.111
H  2.2803  -2.6133  3.6632  0.126
H  1.9566  -2.1869  7.8410  0.108
H  0.9670  -0.7918  7.5139  0.072
H  2.7361  -0.7879  7.1629  0.098
C  1.6103  2.0176  1.3507  -0.039
C  1.4817  0.6523  0.7471  -0.212
O  0.3712  0.6345  -0.1281  0.057
C  0.1648  -0.5066  -0.7767  -0.580
O  0.8399  -1.5058  -0.7824  0.121
O  -0.9501  -0.3646  -1.4915  -0.017
C  -1.5232  -1.4366  -2.2077  -0.031
H  2.0563  2.7662  0.7015  0.085
H  2.1862  1.9910  2.2774  0.073
H  0.6504  2.3569  1.7475  0.062
H  1.3331  -0.0742  1.5502  0.108
H  2.4085  0.3103  0.2847  0.125
H  -2.0093  -2.0778  -1.4493  0.090
H  -0.8112  -2.0107  -2.7857  0.086
H  -2.4394  -1.1746  -2.7355  0.088
C  -2.8219  2.2290  -2.1277  -0.065
C  -3.7930  3.3800  -2.2213  -0.191
O  -4.0769  3.5905  -3.6055  0.020
C  -4.3005  4.8270  -4.0186  -0.622
O  -4.2935  5.7975  -3.3153  0.141
O  -4.4637  4.7839  -5.3297  0.000
C  -4.3025  6.0191  -6.0435  -0.016
H  -2.3276  2.1897  -1.1508  0.064
H  -2.0263  2.3655  -2.8501  0.077
H  -3.2978  1.2486  -2.2020  0.073
H  -3.2262  4.2620  -1.8919  0.116
H  -4.6313  3.2840  -1.5319  0.134
H  -5.0601  6.7200  -5.6866  0.098
H  -4.4598  5.7920  -7.0857  0.092
H  -3.3213  6.4473  -5.8533  0.100
C  -2.4542  4.7042  2.2875  -0.045
C  -1.5428  4.3004  1.1516  -0.167
O  -0.1647  4.6699  1.4066  0.040
C  0.2179  5.8663  1.2184  -0.674
O  -0.4713  6.8002  0.9316  0.140
O  1.5450  5.8687  1.2873  0.006
C  2.1763  7.1192  1.2260  -0.056
H  -3.4293  4.2443  2.0848  0.088
H  -2.6262  5.7736  2.2536  0.080
H  -2.1012  4.3077  3.2330  0.069
H  -1.8067  4.9708  0.3197  0.123
H  -1.5718  3.2585  0.8670  0.107
H  3.1629  7.0021  1.6792  0.093
H  1.6148  7.8910  1.7346  0.096
H  2.4096  7.3754  0.1890  0.099
C  4.4915  -4.1610  0.3448  -0.054
C  5.3272  -3.3877  1.3193  -0.173
O  5.9748  -2.3163  0.6109  0.079
C  5.7396  -1.1241  0.9700  -0.732
O  5.1007  -0.7492  1.8696  0.155
O  6.3986  -0.3687  0.1266  0.021
C  6.2346  1.0291  0.2940  -0.035
H  4.2245  -5.1277  0.7697  0.082
H  5.0894  -4.3198  -0.5578  0.094
H  3.5876  -3.6410  0.0319  0.079
H  6.1359  -3.9651  1.7536  0.129
H  4.6827  -2.9856  2.1006  0.114
H  6.9263  1.5255  -0.3760  0.093
H  6.4497  1.3181  1.3191  0.096
H  5.2228  1.2961  0.0072  0.090
C  -2.4865  1.1375  -5.4309  -0.055
C  -3.8379  1.4589  -6.0047  -0.192
O  -4.5004  0.2657  -6.4393  0.046
C  -5.7168  0.3711  -6.8864  -0.677
O  -6.2771  1.3559  -7.1321  0.184
O  -6.2178  -0.8570  -7.0253  -0.003
C  -7.5336  -0.9332  -7.5529  -0.044
H  -1.9619  2.0304  -5.0993  0.077
H  -1.8718  0.6178  -6.1668  0.074
H  -2.5353  0.5044  -4.5388  0.062
H  -3.6885  2.1496  -6.8447  0.134
H  -4.4359  2.0302  -5.2969  0.108
H  -8.2159  -0.2106  -7.1118  0.094
H  -7.8849  -1.9462  -7.4133  0.090
H  -7.5089  -0.7050  -8.6236  0.101
C  5.5141  -7.7007  -0.1609  -0.066
C  4.7415  -7.5187  -1.4556  -0.199
O  3.4737  -6.9088  -1.1780  0.028
C  3.0729  -5.9537  -1.9918  -0.685
O  3.6510  -5.5816  -2.9545  0.141
O  1.8678  -5.5928  -1.6187  0.007
C  1.2346  -4.4299  -2.1787  -0.016
H  4.8526  -8.1501  0.5954  0.085
H  5.7943  -6.7535  0.3087  0.058
H  6.3763  -8.3464  -0.2828  0.076
H  4.5033  -8.4974  -1.8759  0.128
H  5.3178  -6.9059  -2.1464  0.121
H  0.2505  -4.4346  -1.7339  0.095
H  1.2339  -4.5040  -3.2692  0.089
H  1.7458  -3.4909  -1.9612  0.077
C  0.1558  1.3974  9.6357  -0.059
C  1.1213  2.4037  9.0065  -0.196
O  1.5108  1.9591  7.7045  0.017
C  2.6139  2.4366  7.1634  -0.637
O  3.4313  3.1166  7.7142  0.134
O  2.6187  2.0892  5.8967  0.006
C  3.7192  2.5141  5.1360  -0.034
H  0.4950  0.3664  9.5487  0.071
H  -0.8591  1.4118  9.2354  0.072
H  0.0850  1.6874  10.6900  0.081
H  1.9893  2.5314  9.6541  0.122
H  0.6264  3.3787  8.9381  0.131
H  4.3982  1.6701  5.0670  0.103
H  4.2338  3.3260  5.6632  0.096
H  3.4374  2.9316  4.1786  0.084
C  -1.0581  0.7598  5.7780  -0.024
C  -0.9135  1.4983  4.4616  -0.187
O  -0.9581  0.6031  3.3440  0.046
C  -2.1280  0.4478  2.7862  -0.668
O  -3.1389  1.0295  3.0477  0.143
O  -1.9723  -0.4327  1.8542  0.023
C  -3.0951  -0.7490  1.0792  -0.028
H  -1.0626  1.4995  6.5859  0.079
H  -0.1456  0.1893  5.9242  0.058
H  -1.9708  0.1778  5.8683  0.095
H  0.0870  1.9369  4.4759  0.119
H  -1.6211  2.3113  4.3302  0.107
H  -3.2984  0.0294  0.3351  0.098
H  -3.9532  -0.9745  1.6971  0.106
H  -2.8500  -1.5694  0.4095  0.078
C  -3.6540  -3.5364  -6.9382  -0.052
C  -3.2879  -2.7746  -5.7021  -0.230
O  -1.9650  -3.0273  -5.2832  0.038
C  -0.9587  -2.4106  -5.8761  -0.672
O  -1.0182  -1.6866  -6.7811  0.169
O  0.1618  -2.7833  -5.2693  -0.015
C  1.3733  -2.1625  -5.7783  -0.007
H  -3.0728  -3.0781  -7.7437  0.084
H  -4.6987  -3.3916  -7.2148  0.075
H  -3.4845  -4.6036  -6.8440  0.083
H  -3.9366  -3.1442  -4.9010  0.128
H  -3.5215  -1.7189  -5.7323  0.100
H  1.6067  -2.5315  -6.7698  0.097
H  2.1383  -2.3906  -5.0430  0.091
H  1.2519  -1.0797  -5.8010  0.095

Computed properties:
- SMILES string: CCOC(=O)OC.CCOC(=O)OC.CCOC(=O)OC.CCOC(=O)OC.CCOC(=O)OC.CCOC(=O)OC.CCOC(=O)OC.CCOC(=O)OC.CCOC(=O)OC.CCOC(=O)OC
- Energy relative to the best compared isomer or geometry (same formula, charge and spin): 170.3 kJ/mol
- LUMO energy: 0.39 eV
- Frontier orbital gap: 10.994 eV
- Highest occupied orbital energy: -10.60 eV

---

Record 2
The following is a quantum chemistry calculation of one molecule with the formula C24H28N2O7S at a distorted geometry, from the Open Molecules 2025 dataset.

Each line ends with the Löwdin charge.
Positions of all 62 atoms, in Å:
C  -6.1390  -1.5442  -1.6840  -0.047
O  -4.9576  -0.8820  -1.2822  -0.076
C  -3.9417  -1.5934  -0.7843  -0.257
C  -3.9148  -2.9815  -0.6164  0.017
C  -2.7896  -3.5884  -0.0976  0.015
C  -1.6699  -2.8419  0.2660  -0.110
C  -0.4959  -3.5488  0.8200  -0.430
O  -0.4218  -4.7444  0.9531  0.122
O  0.4892  -2.6962  1.1642  -0.009
C  1.6743  -3.2530  1.7136  -0.050
C  2.9379  -2.8054  0.9784  -0.468
O  4.0318  -3.1874  1.3336  0.067
N  2.7239  -2.0009  -0.0776  0.088
C  3.8084  -1.4004  -0.8130  -0.110
C  3.9156  0.1062  -0.5194  -0.306
C  5.1112  0.7473  -1.2336  -0.122
C  4.4861  1.2377  -2.5378  -0.150
C  3.0912  1.6437  -2.0695  -0.200
O  2.7513  0.7725  -1.0002  -0.134
C  -1.6950  -1.4561  0.1015  0.019
C  -2.8160  -0.8514  -0.4081  -0.162
S  -2.9057  0.9262  -0.6929  0.715
O  -2.8949  1.1252  -2.1121  -0.264
O  -3.9794  1.4835  0.0682  -0.248
N  -1.4341  1.4610  -0.1034  -0.171
C  -0.4345  1.9192  -1.0450  -0.174
C  -0.0966  3.3812  -0.7777  -0.150
C  0.5252  3.4690  0.6103  -0.140
C  -0.3383  2.7710  1.6265  -0.150
C  -0.1993  3.0697  2.9742  -0.042
C  -0.9740  2.4478  3.9355  -0.090
C  -1.9080  1.5035  3.5458  -0.075
C  -2.0560  1.1810  2.2105  -0.029
C  -1.2820  1.8118  1.2389  -0.198
H  -6.6097  -2.0634  -0.8441  0.101
H  -6.8012  -0.7585  -2.0416  0.101
H  -5.9423  -2.2528  -2.4938  0.101
H  -4.7650  -3.5851  -0.8906  0.111
H  -2.7568  -4.6592  0.0361  0.127
H  1.6169  -4.3477  1.6835  0.136
H  1.7574  -2.9389  2.7593  0.147
H  1.7972  -1.6360  -0.2387  0.138
H  3.6477  -1.5556  -1.8836  0.135
H  4.7225  -1.9069  -0.4960  0.129
H  3.9592  0.2424  0.5683  0.156
H  5.4848  1.5919  -0.6542  0.119
H  5.9214  0.0394  -1.3869  0.118
H  4.4257  0.4256  -3.2624  0.112
H  5.0271  2.0683  -2.9839  0.113
H  3.0950  2.6782  -1.6991  0.119
H  2.3275  1.5516  -2.8452  0.123
H  -0.8451  -0.8569  0.3841  0.122
H  0.4689  1.3067  -0.9409  0.111
H  -0.8575  1.7794  -2.0392  0.111
H  -1.0135  3.9721  -0.8183  0.128
H  0.5920  3.7523  -1.5372  0.109
H  1.5091  2.9886  0.5934  0.116
H  0.6699  4.5103  0.9058  0.119
H  0.5289  3.8127  3.2681  0.113
H  -0.8524  2.7002  4.9779  0.099
H  -2.5224  1.0096  4.2834  0.104
H  -2.7876  0.4495  1.9105  0.098

Computed properties:
- SMILES string: COc1ccc(C(=O)OCC(=O)NC[C@H]2CCCO2)cc1S(=O)(=O)N1CCCc2ccccc21
- Energy relative to the best compared isomer or geometry (same formula, charge and spin): 13.7 kJ/mol
- LUMO energy: 0.30 eV
- Frontier orbital gap: 8.668 eV
- Highest occupied orbital energy: -8.37 eV

---

Record 3
The following is a quantum chemistry calculation of C4H3F3 as an isolated structure at a distorted geometry, from the Open Molecules 2025 dataset.

Each line ends with the Löwdin charge.
Positions of all 10 atoms, in Å:
C  0.3526  -0.2139  0.1011  -0.055
C  -0.0098  1.1165  -0.0244  0.060
C  -0.8266  -0.6877  -0.3968  0.006
C  -1.3486  0.7121  -0.5063  -0.527
F  -1.4117  -1.0887  2.2297  0.010
F  -1.7844  1.0796  -1.7436  0.089
F  -2.3584  1.0826  0.3511  0.070
H  1.2736  -0.7817  0.4537  0.144
H  0.5538  1.9573  0.2663  0.098
H  -1.0758  -1.5668  -0.9346  0.106

Computed properties:
- Energy relative to the best compared isomer or geometry (same formula, charge and spin): 56.4 kJ/mol
- LUMO energy (alpha / beta): 1.06 / -4.03 eV
- Frontier orbital gap (alpha / beta): 9.391 / 7.657 eV
- Spin multiplicity: 3
- Highest occupied orbital energy (alpha / beta): -8.33 / -11.68 eV

---

Record 4
The following is a quantum chemistry calculation of C6H9N as an isolated structure at a distorted geometry, from the Open Molecules 2025 dataset.

Each line ends with the Löwdin charge.
Positions of all 16 atoms, in Å:
C  1.9844  1.1917  -0.7192  -0.077
C  1.6207  -0.0124  0.1431  -0.182
C  0.1064  -0.1487  0.3042  -0.303
C  -0.9944  -1.0233  -1.0407  -0.014
N  -2.1609  -0.5846  -1.0487  0.264
C  -0.6792  0.8340  0.9829  0.091
C  -0.4952  -0.3551  1.6022  0.091
H  3.0285  1.5030  -0.6757  0.089
H  1.4530  2.0926  -0.3818  0.082
H  1.6671  0.9897  -1.7435  0.084
H  2.0725  -0.0695  1.1265  0.126
H  1.9274  -0.8805  -0.4672  0.119
H  -0.2446  -1.7108  -1.4623  0.165
H  -1.8273  -1.4023  -0.2179  0.181
H  -1.6092  1.3767  0.8415  0.140
H  -0.1467  -0.8471  2.5005  0.142

Computed properties:
- Energy relative to the best compared isomer or geometry (same formula, charge and spin): 805.0 kJ/mol
- LUMO energy (alpha / beta): -5.41 / -7.09 eV
- Frontier orbital gap (alpha / beta): 8.481 / 7.879 eV
- Charge: +1
- Spin multiplicity: 2
- Highest occupied orbital energy (alpha / beta): -13.89 / -14.97 eV

---

Let's list total energy in order: -104202.7768, -53490.6141, -12342.6490, -7842.2275 eV.